Molecular formula: C5H9NO
Method: DFT, ωB97M-V/def2-TZVPD

The HOMO energy comes out at -0.2957 Ha. The SMILES is Cc1cc[nH]c1.O. The energy relative to the best compared isomer or geometry (same formula, charge and spin) is 1.672 eV.

Geometry as XYZ:
```
16
C5H9NO | OMol25 | ωB97M-V/def2-TZVPD
C -0.1833 -0.3140 -2.8052
C -0.0795 0.1628 -1.3264
C 0.8767 -0.4096 -0.4840
N 0.6509 0.0806 0.7672
C -0.3308 1.0155 0.7181
C -0.8768 1.0443 -0.5554
H -1.0943 -0.8678 -2.9810
H 0.6286 -1.0302 -2.8646
H 0.1051 0.5657 -3.3814
H 1.3317 -1.2682 -0.9457
H 1.1261 -0.3442 1.5438
H -0.8188 1.2938 1.6529
H -1.7980 1.5566 -0.7882
H -0.2661 0.1259 3.6675
H 0.1973 -1.2609 3.9137
O 0.5313 -0.3504 3.8687
```